Record 1
Here is a 10-piece molecular cluster, C14H26Cl24O8P2 overall at a distorted geometry from OMol25. Energies are from the ωB97M-V functional and the def2-TZVPD basis.

CARTESIAN COORDINATES (ANGSTROEM)
C -2.74 0.78 -3.48
O -1.77 0.25 -4.37
P -0.70 1.25 -5.03
O -1.15 2.07 -6.16
O -0.14 2.13 -3.74
C 0.73 3.22 -3.97
O 0.59 0.30 -5.34
C 0.26 -0.96 -5.84
H -2.86 0.17 -2.59
H -3.70 0.71 -3.99
H -2.57 1.80 -3.14
H 1.66 2.94 -3.48
H 0.21 4.13 -3.67
H 0.97 3.37 -5.02
H 0.20 -1.63 -4.98
H 1.11 -1.19 -6.48
H -0.68 -1.04 -6.40
C 1.37 -1.51 0.81
O 0.57 -0.43 1.37
P -1.04 -0.41 1.29
O -1.74 -1.70 1.60
O -1.38 0.14 -0.21
C -0.89 1.38 -0.66
O -1.35 0.89 2.28
C -1.63 0.69 3.63
H 1.89 -1.89 1.68
H 2.11 -1.24 0.06
H 0.68 -2.31 0.54
H -0.42 1.93 0.16
H -1.71 2.00 -1.03
H -0.15 1.30 -1.46
H -0.80 1.04 4.25
H -1.88 -0.30 4.01
H -2.46 1.33 3.90
C 5.75 1.44 0.01
Cl 6.24 1.03 -1.70
Cl 6.73 0.71 1.25
Cl 4.07 0.89 0.15
H 5.74 2.52 0.09
C 1.33 -5.42 1.22
Cl 2.42 -6.04 2.51
Cl 0.26 -6.76 0.78
Cl 2.30 -4.86 -0.14
H 0.74 -4.57 1.56
C -0.87 5.74 5.12
Cl -0.68 6.35 3.49
Cl -0.96 3.92 4.97
Cl -2.29 6.41 5.97
H 0.04 6.08 5.62
C 6.15 -3.67 1.27
Cl 7.66 -3.16 2.06
Cl 4.77 -2.57 1.73
Cl 5.84 -5.29 1.74
H 6.38 -3.62 0.20
C -4.04 2.82 1.56
Cl -3.54 4.34 2.30
Cl -4.41 3.01 -0.15
Cl -5.50 2.13 2.41
H -3.22 2.12 1.73
C -4.80 0.18 6.96
Cl -4.56 -1.38 6.20
Cl -6.36 0.19 7.88
Cl -4.77 1.45 5.69
H -3.94 0.34 7.61
C -2.58 -2.92 -1.96
Cl -2.25 -4.63 -1.54
Cl -4.19 -2.68 -2.61
Cl -1.39 -2.21 -3.07
H -2.41 -2.32 -1.06
C 3.22 -1.74 -3.00
Cl 2.12 -3.15 -2.86
Cl 4.61 -2.02 -1.98
Cl 2.26 -0.30 -2.54
H 3.55 -1.61 -4.02

Computed properties:
energy above the lowest of the compared OMol25 structures with the same formula, charge and spin: 110.6 kJ/mol
HOMO: -10.6 eV
SMILES: COP(=O)(OC)OC.COP(=O)(OC)OC.ClC(Cl)Cl.ClC(Cl)Cl.ClC(Cl)Cl.ClC(Cl)Cl.ClC(Cl)Cl.ClC(Cl)Cl.ClC(Cl)Cl.ClC(Cl)Cl

Here are the Löwdin charges for atoms 1 to 6, given in e: -0.127 -0.292 0.468 -0.222 -0.278 -0.114


Record 2
Here is a 2-piece molecular cluster, C14H26ClF12NO4P2S overall at a distorted geometry from OMol25. Energies are from the ωB97M-V functional and the def2-TZVPD basis.

CARTESIAN COORDINATES (ANGSTROEM)
C -1.83 -4.34 -3.29
P -2.15 -2.77 -4.43
O -3.86 -2.60 -4.01
P -0.91 -1.07 -3.78
C -2.35 0.18 -3.84
C -2.07 1.52 -4.82
C -2.22 1.18 -6.43
Cl -4.07 1.30 -6.79
C 0.60 -2.27 -4.03
F 1.81 -1.55 -4.58
F 0.25 -3.14 -5.22
F 0.96 -3.04 -2.82
S 0.41 0.39 -2.84
O 1.54 -0.29 -1.96
O 1.19 1.26 -3.85
C -0.47 1.41 -1.48
F -1.23 2.55 -2.01
F -1.30 0.44 -0.67
C 0.61 2.04 -0.38
F 1.87 2.53 -1.04
F 1.04 1.02 0.65
C 0.03 3.30 0.49
F 1.10 3.58 1.52
F -0.04 4.60 -0.29
C -1.32 3.00 1.37
F -1.16 1.91 2.38
F -1.56 4.25 2.18
F -2.56 2.78 0.59
H -2.78 -5.04 -3.24
H -0.99 -4.96 -3.85
H -1.40 -4.04 -2.24
H -3.92 -2.64 -3.01
H -1.18 -1.52 -2.44
H -0.60 -0.64 -5.12
H -3.33 -0.20 -4.40
H -2.74 0.49 -2.77
H -3.00 2.22 -4.58
H -1.13 2.13 -4.52
H -1.91 0.09 -6.71
H -1.70 2.02 -7.08
C 1.27 -1.63 5.55
N 2.23 -0.44 5.73
C 3.39 -0.91 6.61
C 1.51 0.69 6.43
C 2.82 0.01 4.36
C 1.77 0.52 3.36
O 0.85 -0.51 3.05
H 1.09 -2.07 6.54
H 0.32 -1.27 5.16
H 1.74 -2.36 4.89
H 2.99 -1.23 7.57
H 4.08 -0.08 6.74
H 3.88 -1.75 6.10
H 0.64 0.99 5.83
H 2.20 1.53 6.54
H 1.17 0.34 7.41
H 3.34 -0.86 3.95
H 3.55 0.80 4.59
H 2.27 0.82 2.43
H 1.24 1.39 3.75
H 0.01 -0.08 2.75

Computed properties:
HOMO: -6.3 eV

Here are the Löwdin charges for atoms 1 to 6, given in e: -0.326 0.755 -0.446 0.308 -0.385 -0.310


Record 3
Here is C14H26ClI2N2O3 as an isolated structure at a distorted geometry from OMol25. Energies are from the ωB97M-V functional and the def2-TZVPD basis.

CARTESIAN COORDINATES (ANGSTROEM)
C -3.23 3.51 2.02
C -1.78 2.88 1.89
O -1.76 1.45 1.84
C -2.20 0.96 0.55
C -1.32 -0.28 0.02
O -0.38 0.25 -0.94
C 1.00 -0.02 -0.57
C 1.39 0.64 0.85
N 1.15 2.10 0.90
C 1.31 -1.59 -0.62
C 1.97 -2.17 0.70
O 1.02 -2.33 1.80
C 1.85 0.79 -1.66
C 3.38 0.41 -1.68
C 3.99 -0.05 -3.10
N 4.20 0.46 -0.68
C -2.35 -1.16 -0.83
I -3.26 -0.40 -2.67
C -2.75 -2.45 -0.42
C -2.15 -3.13 0.87
I -4.19 -3.69 -1.53
H -3.14 4.46 2.65
H -3.56 3.88 1.00
H -3.97 2.78 2.47
H -1.09 3.21 2.74
H -1.31 3.30 0.95
H -2.26 1.78 -0.22
H -3.26 0.55 0.67
H -0.87 -0.89 0.85
H 0.77 0.19 1.70
H 2.46 0.46 1.13
H 2.05 2.56 0.70
H 0.51 2.41 0.16
H 2.01 -1.87 -1.47
H 0.37 -2.21 -0.80
H 2.88 -1.61 1.06
H 2.32 -3.23 0.45
H 0.90 -3.28 1.95
H 1.70 1.91 -1.59
H 1.42 0.48 -2.66
H 4.38 -1.11 -3.07
H 3.30 0.17 -3.96
H 4.90 0.61 -3.25
H 5.14 0.15 -0.98
H -1.04 -3.27 0.78
H -2.62 -4.11 1.14
H -2.34 -2.42 1.75
Cl -5.55 -1.08 -0.93

Computed properties:
net charge: -1
HOMO: -3.4 eV

Here are the Löwdin charges for atoms 1 to 6, given in e: -0.087 -0.294 -0.179 -0.147 -0.289 -0.141


Taking the records one at a time from the top gives frontier orbital gap values of 10.75; 5.22; 5.76 eV.
Taking the records one at a time from the top gives total energy values of -12878.3816; -3643.7199; -1939.7474 Eh.